(1)
This record from the OMol25 dataset describes H80NaO44S as an isolated structure. The level of theory is the ωB97M-V functional and the def2-TZVPD basis.

Computed properties:
**Molecular weight**: 839.653 Da
**DFT total energy**: -106650.4105 eV
**Gap between HOMO and LUMO**: 7.26 eV
**E_LUMO**: -0.0032 hartree
**F_max**: 2.45 eV Å⁻¹
**Charge**: -1

Geometry as XYZ:
```
126
Properties=species:S:1:pos:R:3:lowdin_charge:R:1
Na 1.08638 -0.79633 14.34519 0.705
S 5.60705 2.74964 14.56922 0.414
O 4.88586 1.74322 15.35359 -0.359
O 6.06410 2.13638 13.32773 -0.287
O 4.68450 3.77603 14.15564 -0.327
O 6.73386 3.23699 15.43429 -0.335
O 8.74970 1.35493 13.96400 -0.032
H 8.37279 1.39932 14.84275 0.004
H 8.00092 1.45596 13.37632 0.024
O 1.54957 -0.35463 16.88284 -0.026
H 2.21064 -0.81605 17.39888 0.016
H 0.72138 -0.76498 17.13172 0.055
O 2.52705 1.37144 14.32833 -0.047
H 3.44576 1.44761 14.58602 -0.009
H 2.43294 1.97735 13.59331 0.022
O 6.15563 5.19679 9.56912 -0.035
H 6.52773 4.65611 8.87239 0.040
H 6.59239 6.04334 9.47513 0.047
O 3.04289 1.25139 20.10101 -0.040
H 3.05156 1.88279 19.38164 0.005
H 3.44482 1.71737 20.83419 0.056
O 2.10210 5.08540 10.33483 -0.030
H 1.40442 4.67676 9.82249 0.046
H 2.85136 5.11427 9.73985 0.041
O 4.53150 -2.87351 15.97335 -0.028
H 3.61664 -2.67519 16.17317 0.033
H 5.02318 -2.50136 16.70546 0.033
O 5.95442 -1.35770 11.83001 -0.034
H 5.84555 -0.50500 11.40897 -0.015
H 6.11391 -1.15192 12.75112 -0.012
O 2.39915 3.69177 13.04750 -0.048
H 3.27762 3.62830 13.42233 -0.021
H 2.49839 4.28444 12.30243 0.030
O 3.62689 -1.27937 18.98564 -0.060
H 4.47650 -1.11882 18.57501 -0.004
H 3.28920 -0.40677 19.18756 -0.018
O 7.12599 -0.08844 8.96484 -0.053
H 7.86774 0.46328 8.71655 0.032
H 6.95818 0.13304 9.88082 -0.017
O 2.73734 7.74895 12.57038 -0.038
H 3.10752 6.99113 13.02304 0.023
H 1.79980 7.70656 12.75864 0.030
O 7.89346 -1.70099 15.28466 -0.044
H 7.04219 -1.55596 14.87169 -0.024
H 7.91304 -1.08485 16.01693 0.003
O 3.05857 -2.45330 13.39269 -0.035
H 3.21190 -3.37414 13.60426 0.049
H 3.87061 -2.01156 13.64105 0.008
O 7.20561 4.46415 17.80317 -0.031
H 6.77652 3.90273 17.15748 -0.002
H 6.50450 5.02229 18.13956 0.045
O 0.58059 2.61911 15.98632 -0.037
H 1.10957 1.98720 15.49937 -0.006
H 0.34225 2.16173 16.79269 0.048
O 10.49416 4.19851 17.23829 -0.040
H 10.40212 4.74919 18.01579 0.019
H 9.86773 4.56106 16.61189 -0.026
O 11.16031 0.64482 15.80326 -0.031
H 10.34026 0.72000 15.31531 -0.009
H 11.39076 -0.28232 15.74389 0.031
O 5.76164 1.55667 10.79844 -0.047
H 5.77660 2.45638 10.47206 0.058
H 5.97443 1.63515 11.72838 -0.006
O 0.54853 6.58259 14.63506 -0.046
H 1.22279 6.01651 15.01077 -0.005
H 0.64318 6.47314 13.68886 0.008
O 9.73671 3.88327 11.89087 -0.056
H 9.56136 3.20060 12.53852 -0.009
H 9.72733 3.42498 11.05057 0.014
O 6.26263 1.85648 19.38243 -0.037
H 6.22851 2.60608 19.97671 0.040
H 5.52069 1.98481 18.79143 -0.027
O 5.40983 -0.17776 17.24302 -0.035
H 6.36636 -0.14367 17.25390 0.041
H 5.14680 0.61394 16.77371 0.007
O 5.56079 -0.65039 14.42583 -0.061
H 5.53185 0.26387 14.70781 0.001
H 5.27877 -1.14742 15.19372 0.007
O 8.79293 3.74742 20.01321 -0.046
H 9.34711 4.48408 20.27097 0.051
H 8.25465 4.09018 19.29976 -0.011
O 6.09750 5.51047 12.77707 -0.027
H 6.25586 5.20464 11.88397 0.035
H 5.68091 4.76803 13.21465 -0.013
O 4.08535 0.01828 9.13776 -0.069
H 4.46916 -0.82394 8.89365 0.026
H 4.78774 0.47773 9.59797 -0.042
O 8.87866 4.87772 15.13758 -0.040
H 8.60097 5.24072 14.29654 0.052
H 8.25577 4.17211 15.31183 0.003
O 3.38969 5.77021 15.22503 -0.038
H 3.71675 4.90871 14.96603 -0.019
H 4.05335 6.10801 15.82643 -0.005
O 5.75354 6.31298 16.30575 -0.036
H 6.27055 7.09066 16.09565 0.060
H 6.24610 5.58681 15.92326 0.035
O 1.80445 4.70452 17.88343 -0.027
H 1.36298 4.27380 17.15143 0.032
H 1.12397 4.80372 18.54927 0.080
O -0.45819 3.36872 13.39353 -0.063
H 0.36312 3.75759 13.09275 -0.012
H -0.31263 3.18899 14.32236 -0.019
O 9.75183 1.48718 18.81176 -0.065
H 9.48918 2.36624 19.08475 -0.037
H 9.62799 1.48361 17.86262 -0.013
O 5.38145 8.11854 11.99700 -0.062
H 5.51135 7.22117 12.30372 -0.031
H 4.43083 8.22347 11.95763 -0.007
O 4.02384 6.01210 18.40011 -0.060
H 3.20479 5.52197 18.32828 -0.040
H 4.46422 5.86763 17.56260 -0.036
O 11.62730 4.20805 14.47862 -0.051
H 10.73785 4.53157 14.33566 -0.020
H 12.17135 4.99560 14.48279 0.028
O 7.11686 7.82427 14.29379 -0.043
H 7.34192 8.64654 13.85853 0.046
H 6.72923 7.28580 13.60386 -0.018
O 9.78612 1.13817 11.42266 -0.041
H 9.51818 1.17275 12.34094 -0.018
H 10.57530 0.59647 11.42318 0.051
O 4.13272 2.88180 17.98007 -0.027
H 4.36523 2.50789 17.13015 0.019
H 3.38017 3.44428 17.79703 0.021
O 7.72581 1.25010 16.64037 -0.043
H 7.65342 1.54561 17.54793 0.032
H 7.34563 1.96166 16.12524 -0.039
```



(2)
This record from the OMol25 dataset describes a 40-piece molecular cluster, H80O40 overall. The level of theory is the ωB97M-V functional and the def2-TZVPD basis.

Computed properties:
**Molecular weight**: 720.600 Da
**2S+1**: 2
**DFT total energy**: -83197.1577 eV
**Gap between HOMO and LUMO (spin up / spin down)**: 2.03 / 9.90 eV
**E_LUMO (spin up / spin down)**: 0.0550 / 0.0533 hartree
**F_max**: 2.70 eV Å⁻¹
**Charge**: -1

Geometry as XYZ:
```
120
Properties=species:S:1:pos:R:3:mulliken_spin:R:1
H -1.84536 3.26116 -4.21113 0.010
H -0.50567 3.41541 -3.61216 0.025
O -0.97184 3.62997 -4.43009 -0.030
H 1.14229 -0.27487 2.65162 0.031
H 1.61301 0.48367 3.81152 -0.012
O 0.79791 0.32748 3.32505 0.032
H 4.53670 4.67278 1.44379 0.028
H 4.74522 3.16998 1.22682 0.024
O 4.08295 3.82909 1.46515 -0.101
H 4.75903 0.36080 -3.68772 0.000
H 3.87028 -0.89580 -3.86038 -0.001
O 4.39362 -0.24953 -4.33890 0.001
H -3.17774 2.29369 2.46969 -0.066
H -4.20401 3.51203 2.44258 0.006
O -3.96383 2.68845 2.86732 -0.135
H -1.89266 -1.24798 0.81438 -0.009
O -2.54031 -1.52251 0.16293 0.059
H 0.01439 -1.65848 1.28530 -0.012
O -0.35825 -2.53297 1.40242 0.148
H 0.78838 0.49126 -4.59216 -0.002
H 0.89410 -0.72151 -3.43893 0.005
O 0.46049 -0.29397 -4.17028 0.023
H -1.46659 1.04453 4.66557 -0.007
H -1.34037 2.32778 5.41330 0.076
O -1.52243 1.99845 4.52388 -0.241
H 0.09126 -4.44562 0.01576 -0.006
H -0.10553 -3.61322 -1.37192 0.002
O 0.47944 -4.06638 -0.76785 0.039
H 3.03002 -3.08233 -2.68007 0.000
H 2.53152 -2.07104 -1.78189 -0.001
O 3.40211 -2.41389 -2.02678 0.040
H -1.50208 -0.53016 -4.43815 -0.004
O -2.41534 -0.42959 -4.17516 0.002
H 1.79083 5.49936 -3.41206 0.037
H 0.97729 6.62811 -2.56946 0.019
O 1.57179 5.87670 -2.56464 -0.188
H -3.19066 -3.23090 3.05883 0.002
H -2.65197 -3.50652 4.23729 -0.004
O -3.47170 -3.80506 3.79503 0.002
H -3.90088 0.27960 2.80688 -0.018
H -5.46190 0.24928 2.46577 -0.008
O -4.66652 -0.23718 2.57776 0.021
H -2.48152 -3.28872 -1.37603 0.003
H -2.13430 -2.09617 -2.14539 0.009
O -2.25209 -3.05527 -2.29073 -0.001
H -3.21118 -5.36964 -1.42835 -0.001
H -3.97436 -4.13831 -1.96977 -0.001
O -4.03823 -4.89978 -1.38746 0.004
H 1.91930 -3.06238 3.09144 0.002
H 1.40187 -2.89722 4.49215 0.014
O 1.12594 -3.21512 3.62598 -0.051
H 3.42090 1.31697 1.07115 -0.026
O 3.97045 0.67569 0.59358 0.025
H 1.62196 1.54078 0.06536 -0.081
H 0.93299 1.73090 1.65094 -0.046
O 1.64093 1.65399 1.01351 0.550
H -4.42681 0.79186 4.49466 -0.002
O -3.89504 1.11250 5.23992 0.014
H -5.74063 3.01216 0.23732 0.003
H -4.37519 3.22163 -0.41318 0.016
O -4.95984 2.54088 -0.05561 0.027
H -1.93774 0.78287 2.97595 -0.079
H -1.13669 1.86594 2.15048 -0.129
O -1.74577 1.12733 2.09684 0.634
H 3.27080 2.84337 4.62396 -0.011
H 1.79367 2.96913 4.71919 0.027
O 2.58312 3.22111 5.18628 0.030
H 1.08306 -4.34708 -3.43517 0.001
H 1.63130 -5.06235 -2.22062 0.000
O 1.90782 -4.55938 -2.97979 0.004
H 1.57546 4.25717 -0.03283 0.038
H 0.57346 4.52039 -0.89307 0.087
O 1.32635 3.90812 -0.91910 -0.190
H 2.56110 2.15363 -3.23428 0.008
H 1.87350 2.84423 -2.00296 0.042
O 1.96618 1.99063 -2.49768 0.039
H -1.50625 0.62255 0.29129 -0.059
H -0.77372 1.48749 -0.79031 -0.068
O -1.29621 0.68435 -0.65099 0.574
H -3.11850 3.69519 -2.57535 0.049
H -2.71581 3.86777 -1.16222 0.139
O -3.12187 4.38285 -1.87708 -0.288
H 3.48199 -1.74619 1.38203 0.007
H 2.13938 -2.66305 1.30476 -0.008
O 2.56999 -1.89028 1.67752 0.054
H -0.59049 4.22271 3.18927 0.131
H -0.96690 4.54440 1.56935 0.146
O -0.72988 3.95566 2.28399 -0.300
H -3.37916 1.52878 -2.38176 0.029
O -2.59594 1.89173 -2.81943 0.013
H 1.71732 -5.45337 1.82924 -0.001
H 1.68642 -4.75585 0.42821 0.000
O 2.15943 -4.81441 1.26388 0.006
H 3.42624 -0.10280 0.65329 0.023
H -3.33610 -1.14110 0.57516 0.008
H -3.63780 1.87245 4.68099 0.015
H 0.12725 -2.97866 2.10757 -0.007
H -2.64059 0.49774 -4.07242 0.020
H -1.85068 1.78578 -2.21031 -0.008
O -0.73925 -4.70771 4.30472 -0.004
H -0.31488 -4.78424 3.44973 0.004
H -1.45802 -5.34477 4.18326 0.002
O 6.22523 0.13323 -2.25892 -0.003
H 5.81391 -0.70507 -2.50470 0.001
H 6.55325 -0.02715 -1.37205 0.000
O 2.57287 -2.33929 -4.40462 0.009
H 2.61041 -1.36207 -4.48659 0.000
H 2.61628 -2.45359 -5.36611 -0.001
O -0.36088 -4.48262 -3.58753 -0.004
H -0.77337 -5.34760 -3.63256 -0.001
H -1.08906 -3.84093 -3.48736 0.002
O 4.93432 -1.78651 -0.00045 -0.033
H 5.84306 -1.47664 0.07705 0.006
H 5.08972 -2.46927 -0.66484 0.002
O 1.57961 5.60720 1.22613 -0.376
H 2.20921 5.05615 1.70885 0.085
H 1.96536 6.19790 0.57690 0.084
O -5.15300 -1.19570 -0.85679 -0.001
H -5.57434 -1.85390 -1.43644 -0.003
H -4.28631 -1.61107 -1.00998 0.001
```



- DFT total energy of number 2 (H80O40)?
  -83197.1577 eV